No. 1
{"formula": "C6H6F3MnO5S3", "method": "ωB97M-V/def2-TZVPD", "gap_ev": [7.22, 7.48], "multiplicity": 2, "s_squared": 0.78, "total_charge": -1, "lumo_ev": [2.79, 3.01], "e_tot_ha": -3253.6803, "symbols": ["Mn", "C", "C", "S", "C", "C", "S", "H", "H", "H", "H", "H", "H", "O", "C", "F", "C", "F", "F", "S", "O", "O", "O", "O"], "positions_angstrom": [[-0.386, 0.199, -0.115], [-3.384, 2.232, -2.879], [-2.473, 1.890, -1.725], [-2.030, 0.206, -1.575], [-2.025, 2.773, -0.827], [-2.342, 4.243, -0.837], [-0.993, 2.239, 0.489], [-3.699, 1.318, -3.380], [-2.878, 2.859, -3.618], [-4.279, 2.763, -2.548], [-3.031, 4.494, -1.643], [-1.434, 4.837, -0.963], [-2.794, 4.550, 0.110], [1.214, 0.220, 2.714], [0.680, 0.158, 1.729], [-2.558, -3.642, -0.661], [-1.250, -3.611, -0.393], [-0.815, -4.878, -0.322], [-0.630, -3.016, -1.413], [-0.905, -2.728, 1.183], [-1.706, -3.395, 2.167], [0.530, -2.784, 1.308], [-1.392, -1.364, 0.864], [0.951, 0.195, -0.913]], "lowdin_spin": [0.937, -0.001, -0.002, -0.053, -0.006, -0.002, -0.036, -0.001, 0.000, 0.000, 0.000, 0.000, 0.000, -0.002, 0.011, 0.000, 0.000, 0.000, 0.000, 0.002, 0.000, 0.001, 0.006, 0.146]}


No. 2
{"formula": "C21H18F6IN6O4RhS5Se", "method": "ωB97M-V/def2-TZVPD", "gap_ev": 6.54, "e_above_lowest_kcal_mol": 17.3, "total_charge": 0, "lumo_ev": -1.77, "e_tot_ha": -6840.3367, "symbols": ["Rh", "F", "C", "F", "F", "S", "O", "O", "N", "S", "O", "O", "C", "F", "F", "F", "Se", "C", "C", "C", "C", "C", "C", "H", "H", "H", "H", "H", "I", "C", "C", "C", "C", "C", "N", "H", "H", "H", "H", "S", "C", "S", "C", "N", "N", "C", "C", "C", "C", "C", "C", "S", "H", "H", "H", "H", "H", "N", "N", "H", "H", "H", "H"], "positions_angstrom": [[0.549, -1.453, -0.004], [3.736, -2.582, 5.089], [4.251, -2.148, 3.941], [4.340, -3.175, 3.099], [5.465, -1.660, 4.162], [3.144, -0.831, 3.269], [1.944, -1.548, 2.883], [3.069, 0.133, 4.313], [3.921, -0.246, 2.024], [3.720, -0.776, 0.565], [3.946, -2.183, 0.339], [2.566, -0.211, -0.139], [5.158, 0.086, -0.195], [5.074, 1.397, -0.022], [5.159, -0.183, -1.499], [6.283, -0.363, 0.341], [0.183, -2.115, -2.304], [1.279, -0.994, -3.402], [0.657, -0.212, -4.374], [1.418, 0.549, -5.248], [2.802, 0.541, -5.147], [3.423, -0.244, -4.185], [2.668, -1.021, -3.319], [-0.425, -0.209, -4.446], [0.930, 1.145, -6.008], [3.397, 1.139, -5.825], [4.502, -0.261, -4.116], [3.152, -1.657, -2.591], [0.276, 0.705, 2.750], [-0.027, 1.448, 0.840], [-0.171, 2.819, 0.686], [-0.458, 3.328, -0.567], [-0.600, 2.443, -1.622], [-0.406, 1.098, -1.387], [-0.103, 0.594, -0.181], [-0.071, 3.461, 1.548], [-0.580, 4.394, -0.708], [-0.854, 2.773, -2.619], [-0.515, 0.382, -2.182], [-5.000, 1.686, -1.701], [-4.183, 0.586, -0.786], [-3.055, -0.569, -1.427], [-2.643, -1.075, 0.187], [-3.317, -0.481, 1.106], [-4.206, 0.408, 0.569], [-5.014, 1.146, 1.494], [-6.364, 1.330, 1.242], [-7.132, 2.030, 2.159], [-6.559, 2.530, 3.320], [-5.211, 2.321, 3.569], [-4.433, 1.628, 2.656], [-1.471, -2.330, 0.533], [-6.805, 0.936, 0.339], [-8.186, 2.179, 1.966], [-7.165, 3.073, 4.033], [-4.761, 2.694, 4.481], [-3.389, 1.435, 2.849], [0.734, -4.582, -0.346], [1.268, -3.388, 0.253], [0.852, -4.471, -1.349], [-0.271, -4.562, -0.191], [2.264, -3.354, 0.028], [1.244, -3.532, 1.259]], "nbo_charge": [0.643, -0.306, 0.726, -0.309, -0.304, 2.259, -0.994, -0.906, -1.215, 2.249, -0.948, -0.964, 0.745, -0.297, -0.311, -0.296, 0.087, -0.251, -0.178, -0.229, -0.200, -0.192, -0.214, 0.213, 0.219, 0.218, 0.221, 0.225, 0.287, 0.094, -0.282, -0.120, -0.246, 0.063, -0.516, 0.243, 0.232, 0.238, 0.231, -0.148, -0.141, 0.445, -0.158, -0.239, -0.275, 0.208, -0.221, -0.202, -0.204, -0.203, -0.232, -0.014, 0.238, 0.219, 0.217, 0.218, 0.233, -0.639, -0.585, 0.373, 0.363, 0.428, 0.406]}